Record 1
Below is a molecular structure, C38H51ClN9O3PSV at a distorted geometry, with properties calculated with wB97M-V/def2-TZVPD.

- Frontier orbital gap (spin up / spin down): 4.49 / 4.60 eV
- Energy relative to the best compared isomer or geometry (same formula, charge and spin): 148.9 kcal per mole
- LUMO level (spin up / spin down): -0.26 / -0.16 eV
- Calculated total energy: -118118.2551 eV
- HOMO energy (spin up / spin down): -4.7 / -4.8 eV
- Strongest force on any atom: 2.9 eV/A

Structure (ORCA input):
```
! wB97M-V def2-TZVPD RIJCOSX def2/J DEFGRID3
* xyz 0 4
V 0.294 -1.012 0.008
C -0.334 -2.382 2.770
C 0.731 -1.339 3.194
C 1.969 -1.043 2.322
C 4.419 -0.464 2.575
C 4.809 -0.172 1.346
C 3.988 0.346 0.229
C 2.434 0.267 0.242
N 1.585 -0.435 1.130
N -0.756 -2.288 1.315
C -0.703 -3.584 0.635
C -1.009 -3.375 -0.819
C -1.549 -4.346 -1.650
C -1.698 -4.067 -3.003
C -1.279 -2.826 -3.471
C -0.789 -1.899 -2.569
N -0.677 -2.157 -1.267
C -2.124 -1.760 1.286
C -1.998 -0.301 1.586
C -2.764 0.401 2.500
C -2.512 1.757 2.685
C -1.512 2.345 1.917
C -0.770 1.556 1.060
N -0.980 0.249 0.911
H -1.230 -2.111 3.360
H 0.944 -3.842 3.043
H 1.083 -1.702 4.164
H 0.233 -0.378 3.370
H 5.155 -0.853 3.265
H 5.853 -0.302 1.085
H 4.297 1.377 0.013
H 2.017 1.278 0.083
H -1.373 -4.317 1.106
H 0.327 -3.955 0.723
H -1.849 -5.305 -1.254
H -2.107 -4.800 -3.681
H -1.327 -2.591 -4.523
H -0.457 -0.916 -2.877
H -2.781 -2.290 1.989
H -2.534 -1.865 0.276
H -3.527 -0.100 3.078
H -3.077 2.332 3.404
H -1.303 3.400 1.996
H 0.025 1.986 0.462
C 3.442 2.154 6.841
C 3.132 1.314 5.644
C 3.215 -0.091 5.685
C 3.136 -0.857 4.569
C 3.042 -0.272 3.196
C 2.726 1.187 3.261
C 2.818 1.906 4.407
S 2.757 -2.693 1.779
O -0.051 -3.676 3.129
O 2.468 -3.691 2.892
N 1.774 -1.722 -1.011
C 2.487 -0.499 -1.127
C 4.041 -0.519 -1.065
C 4.717 0.086 -2.234
C 4.021 0.788 -3.137
C 2.581 0.861 -3.037
N 1.860 0.283 -2.158
H 3.439 1.561 7.754
H 2.732 2.974 6.945
H 4.438 2.596 6.736
H 3.351 -0.571 6.644
H 3.259 -1.929 4.624
H 2.469 1.671 2.333
H 2.654 2.974 4.366
H 4.442 -1.509 -0.844
H 5.782 -0.064 -2.337
H 4.494 1.264 -3.985
H 2.053 1.418 -3.805
C -5.502 2.119 -2.613
N -4.367 1.714 -1.823
C -4.570 1.780 -0.397
P -2.801 1.487 -2.378
O -2.099 0.492 -1.564
N -2.012 2.965 -2.346
C -0.570 2.960 -2.461
C -2.641 4.237 -2.607
N -2.929 0.991 -3.981
C -2.968 1.847 -5.139
C -3.508 -0.315 -4.185
H -6.306 1.380 -2.524
H -5.223 2.201 -3.660
H -5.898 3.085 -2.278
H -5.383 1.112 -0.100
H -4.813 2.798 -0.070
H -3.651 1.462 0.088
H -0.204 1.965 -2.207
H -0.141 3.693 -1.772
H -0.244 3.213 -3.477
H -3.721 4.114 -2.628
H -2.316 4.673 -3.560
H -2.384 4.946 -1.812
H -2.615 2.841 -4.882
H -3.979 1.927 -5.559
H -2.315 1.438 -5.918
H -3.388 -0.884 -3.267
H -2.986 -0.827 -4.996
H -4.574 -0.261 -4.436
Cl 3.528 -3.879 -1.010
C 2.140 -2.741 -1.812
H 1.378 -3.507 -1.953
H 2.643 -2.481 -2.749
*
```


Record 2
Below is a molecular structure, C38H51InNO5SbSi3 at a distorted geometry, with properties calculated with wB97M-V/def2-TZVPD.

- Frontier orbital gap: 4.30 eV
- Energy relative to the best compared isomer or geometry (same formula, charge and spin): 34.5 kcal per mole
- LUMO level: -3.01 eV
- Calculated total energy: -87307.2605 eV
- HOMO energy: -7.3 eV
- Strongest force on any atom: 2.1 eV/A

Structure (ORCA input):
```
! wB97M-V def2-TZVPD RIJCOSX def2/J DEFGRID3
* xyz 0 1
In 0.686 -0.502 0.946
C 2.420 -3.377 3.195
O 1.283 -2.634 2.774
Si -0.158 -2.545 3.603
C -0.902 -4.216 4.106
C 0.123 -1.654 5.250
C -1.187 -1.771 2.230
Si -2.233 -0.268 2.693
C -2.637 0.736 1.138
C -3.810 -0.833 3.579
C -1.319 0.963 3.817
Si -1.634 -2.992 0.842
C -3.307 -3.795 1.254
C -1.822 -2.270 -0.912
C -0.274 -4.291 0.568
H 2.642 -3.208 4.252
H 3.274 -3.057 2.599
H 2.253 -4.444 3.031
H -0.192 -4.799 4.692
H -1.209 -4.815 3.251
H -1.785 -4.061 4.727
H 0.716 -2.283 5.915
H -0.823 -1.464 5.756
H 0.636 -0.699 5.146
H -2.429 0.150 0.247
H -2.020 1.635 1.097
H -3.680 1.045 1.103
H -4.510 -1.281 2.875
H -4.298 0.024 4.044
H -3.604 -1.567 4.358
H -0.255 1.017 3.573
H -1.413 0.711 4.871
H -1.742 1.959 3.680
H -4.122 -3.174 0.882
H -3.458 -3.934 2.324
H -3.390 -4.769 0.773
H -1.384 -1.277 -1.008
H -2.868 -2.213 -1.212
H -1.319 -2.912 -1.635
H 0.027 -4.815 1.472
H 0.615 -3.807 0.157
H -0.603 -5.041 -0.152
O 7.517 -1.006 2.442
C 6.917 -0.339 3.285
O 7.162 0.129 4.400
C 5.406 -0.039 2.847
C 4.401 -0.376 3.747
C 3.087 -0.235 3.350
N 2.766 0.204 2.131
C 3.724 0.570 1.289
C 5.072 0.482 1.605
C 3.288 1.074 -0.095
O 4.077 1.699 -0.766
O 2.074 0.760 -0.396
H 4.653 -0.739 4.733
H 2.266 -0.496 4.008
H 5.807 0.783 0.874
C 0.601 3.786 0.000
C -0.469 4.175 -0.984
C -0.970 5.476 -0.933
C -1.958 5.901 -1.803
C -2.441 5.028 -2.767
C -1.941 3.739 -2.841
C -0.968 3.296 -1.948
Sb -0.333 1.221 -2.024
C 1.424 1.465 -3.222
C 1.860 2.741 -3.547
C 3.034 2.919 -4.262
C 3.766 1.817 -4.665
C 3.331 0.541 -4.338
C 2.171 0.347 -3.600
C 1.743 -1.039 -3.201
C -1.633 0.651 -3.690
C -1.042 0.458 -4.933
C -1.802 0.118 -6.043
C -3.172 -0.032 -5.916
C -3.768 0.157 -4.679
C -3.016 0.490 -3.556
C -3.710 0.694 -2.240
H 1.430 4.491 -0.043
H 1.000 2.795 -0.202
H 0.206 3.805 1.019
H -0.580 6.159 -0.188
H -2.349 6.907 -1.727
H -3.209 5.346 -3.460
H -2.314 3.075 -3.610
H 1.291 3.606 -3.227
H 3.371 3.919 -4.500
H 4.686 1.945 -5.219
H 3.917 -0.318 -4.639
H 2.459 -1.786 -3.539
H 0.762 -1.287 -3.615
H 1.679 -1.098 -2.110
H 0.027 0.584 -5.048
H -1.322 -0.020 -7.002
H -3.780 -0.282 -6.775
H -4.840 0.041 -4.578
H -4.783 0.543 -2.342
H -3.532 1.700 -1.855
H -3.337 -0.017 -1.505
*
```


Record 3
Below is a molecular structure, C38H51N8O7SSn at a distorted geometry, with properties calculated with wB97M-V/def2-TZVPD.

- Frontier orbital gap: 7.01 eV
- Energy relative to the best compared isomer or geometry (same formula, charge and spin): 20.1 kcal per mole
- LUMO level: 1.59 eV
- Calculated total energy: -83160.0640 eV
- HOMO energy: -5.4 eV
- Strongest force on any atom: 1.5 eV/A

Structure (ORCA input):
```
! wB97M-V def2-TZVPD RIJCOSX def2/J DEFGRID3
* xyz -1 1
Sn -0.214 0.304 -0.292
O -2.816 3.675 -0.640
C -2.047 2.736 -0.757
O -1.177 2.342 0.101
C -2.085 1.884 -2.080
O -2.565 2.360 -3.094
O -1.570 0.700 -1.989
C -0.434 2.669 3.403
C -1.059 1.273 3.360
C -0.992 0.582 4.724
C -2.487 1.336 2.858
C -3.417 2.159 3.476
C -4.722 2.222 3.021
C -5.094 1.498 1.903
C -4.192 0.665 1.251
C -4.610 -0.042 -0.026
C -5.606 -1.170 0.263
C -5.217 0.951 -1.025
C -2.893 0.548 1.776
N -1.970 -0.350 1.189
C -2.219 -1.621 1.260
C -1.529 -2.588 0.512
C -1.702 -3.984 0.535
C -0.877 -4.485 -0.458
C -0.240 -3.372 -1.051
N -0.621 -2.237 -0.461
C 0.734 -3.447 -2.203
C -0.024 -3.903 -3.460
C 1.823 -4.485 -1.871
C 1.358 -2.077 -2.475
H 0.625 2.600 3.667
H -0.924 3.305 4.141
H -0.526 3.130 2.420
H -0.487 0.681 2.640
H -1.605 1.112 5.454
H 0.036 0.558 5.094
H -1.357 -0.444 4.653
H -3.121 2.762 4.326
H -5.441 2.861 3.519
H -6.105 1.592 1.526
H -3.721 -0.469 -0.490
H -6.491 -0.775 0.764
H -5.167 -1.937 0.901
H -5.923 -1.639 -0.670
H -6.226 1.246 -0.728
H -5.273 0.494 -2.013
H -4.607 1.850 -1.102
H -3.014 -1.977 1.920
H -2.351 -4.532 1.201
H -0.742 -5.520 -0.733
H -0.495 -4.873 -3.297
H 0.668 -3.993 -4.301
H -0.804 -3.185 -3.715
H 1.453 -5.496 -2.045
H 2.108 -4.430 -0.821
H 2.712 -4.334 -2.485
H 0.584 -1.375 -2.791
H 2.117 -2.147 -3.258
H 1.813 -1.681 -1.566
N 4.566 -1.188 -1.220
C 3.958 -0.939 0.098
C 4.864 -0.077 0.971
C 4.078 0.322 2.228
N 2.966 1.178 1.815
C 3.606 -0.937 2.967
C 2.882 -1.971 2.094
N 1.542 -1.510 1.734
C 3.666 -2.246 0.816
H 5.620 -0.896 -1.395
H 4.085 -0.722 -1.986
H 4.678 -2.171 -1.519
H 3.015 -0.401 -0.027
H 5.159 0.828 0.433
H 5.764 -0.637 1.241
H 4.762 0.850 2.910
H 3.263 2.145 1.759
H 2.184 1.127 2.455
H 2.948 -0.639 3.790
H 4.484 -1.417 3.408
H 2.841 -2.907 2.675
H 0.991 -1.360 2.573
H 1.052 -2.220 1.196
H 3.067 -2.897 0.178
H 4.605 -2.758 1.050
O 5.922 -2.957 -2.900
S 6.905 -1.927 -3.243
O 7.022 -0.920 -2.149
O 8.157 -2.412 -3.738
C 6.048 -0.941 -4.519
N 6.452 -0.820 -5.765
C 5.745 0.024 -6.522
C 4.676 0.761 -6.039
C 4.326 0.548 -4.709
N 5.014 -0.326 -3.971
C 3.240 1.210 -3.961
C 3.495 1.602 -2.642
C 2.444 2.047 -1.866
N 1.191 2.105 -2.306
C 0.954 1.782 -3.574
C 1.945 1.341 -4.446
H 6.081 0.123 -7.547
H 4.160 1.494 -6.642
H 4.504 1.551 -2.253
H 2.596 2.350 -0.836
H -0.079 1.860 -3.893
H 1.711 1.039 -5.458
*
```


Record 4
Below is a molecular structure, C38H52BCl2N9OScSe at a distorted geometry, with properties calculated with wB97M-V/def2-TZVPD.

- Frontier orbital gap: 6.17 eV
- LUMO level: -3.28 eV
- Calculated total energy: -167477.5963 eV
- HOMO energy: -9.4 eV
- Strongest force on any atom: 2.9 eV/A

Structure (ORCA input):
```
! wB97M-V def2-TZVPD RIJCOSX def2/J DEFGRID3
* xyz 1 1
Sc 0.566 0.108 -0.091
C -0.751 -2.986 3.967
C -0.360 -1.636 3.451
C -0.500 -0.398 4.097
C 0.066 0.576 3.273
N 0.413 0.031 2.078
N 0.229 -1.385 2.254
B 1.040 -2.383 1.294
N 2.488 -1.748 1.106
N 2.602 -0.505 0.369
C 3.908 -0.306 0.172
C 4.643 -1.375 0.709
C 3.699 -2.280 1.256
C 3.964 -3.599 1.883
C 4.519 0.890 -0.471
C 4.461 2.090 0.465
C 3.782 1.202 -1.753
C 5.991 0.582 -0.723
N 0.363 -2.486 -0.147
N 1.053 -1.976 -1.343
C 0.309 -2.446 -2.361
C -0.817 -3.171 -1.929
C -0.714 -3.236 -0.542
C -1.490 -4.076 0.426
C 0.656 -2.230 -3.804
C 1.918 -3.042 -4.089
C 0.902 -0.758 -4.142
C -0.449 -2.751 -4.727
C 0.259 1.974 3.732
C 1.284 1.861 4.864
C -1.025 2.524 4.379
C 0.760 2.840 2.604
H -1.127 -2.825 5.016
H 0.147 -3.664 4.049
H -1.523 -3.454 3.323
H -0.901 -0.244 5.109
H 1.102 -3.481 1.853
H 5.723 -1.362 0.692
H 5.035 -3.847 1.785
H 3.306 -4.393 1.421
H 3.720 -3.579 2.966
H 3.435 2.332 0.820
H 4.899 2.977 -0.018
H 5.098 1.890 1.351
H 2.686 1.203 -1.638
H 4.021 0.363 -2.457
H 4.086 2.154 -2.246
H 6.519 0.365 0.221
H 6.519 1.419 -1.275
H 6.098 -0.296 -1.394
H -1.607 -3.583 -2.578
H -2.184 -4.703 -0.161
H -2.062 -3.414 1.119
H -0.834 -4.764 0.979
H 2.786 -2.673 -3.480
H 2.200 -3.006 -5.156
H 1.777 -4.091 -3.786
H 1.737 -0.285 -3.590
H -0.007 -0.161 -3.911
H 1.114 -0.604 -5.219
H -0.618 -3.827 -4.575
H -0.197 -2.588 -5.813
H -1.409 -2.233 -4.571
H 0.982 1.124 5.635
H 1.396 2.837 5.413
H 2.280 1.543 4.475
H -1.319 1.944 5.281
H -1.874 2.499 3.629
H -0.894 3.595 4.663
H 1.525 2.279 2.033
H 1.257 3.757 2.972
H -0.041 3.118 1.889
Cl -3.952 -0.895 -2.572
C -3.009 0.531 -2.674
C -3.459 1.565 -3.488
C -2.658 2.717 -3.604
Cl -3.188 3.824 -4.741
C -1.468 2.888 -2.846
C -0.765 4.112 -2.906
C 0.313 4.283 -2.036
C 0.707 3.253 -1.188
N 0.100 2.025 -1.195
C -1.030 1.848 -1.961
C -1.771 0.656 -1.888
O -1.417 -0.317 -1.117
H -4.425 1.513 -4.046
H -1.088 4.937 -3.548
H 0.862 5.238 -1.974
H 1.580 3.388 -0.544
C -5.670 3.377 0.072
N -5.579 1.965 0.437
C -6.653 1.061 0.440
C -6.137 -0.150 0.792
N -4.784 0.001 1.014
C -3.813 -1.028 1.326
C -4.452 1.314 0.847
Se -2.782 2.062 1.161
H -6.172 3.937 0.874
H -6.304 3.455 -0.835
H -4.659 3.822 -0.086
H -7.641 1.418 0.130
H -6.600 -1.127 0.892
H -4.320 -1.987 1.321
H -3.356 -0.871 2.315
H -3.034 -1.046 0.543
*
```